The following is a quantum chemistry calculation of a molecular structure, C4H15N2O at a distorted geometry, from the Open Molecules 2025 dataset.

CARTESIAN COORDINATES (ANGSTROEM)
N1 -0.12952 -0.35700 -2.20406
C1 -0.95294 -0.80882 -1.06340
C2 0.03666 -1.08217 0.09984
N2 1.04937 0.02902 0.02645
C3 0.73712 1.06665 1.02169
C4 2.41327 -0.47787 0.17570
H1 0.38095 -1.09393 -2.65100
H2 -0.58853 0.28687 -2.83211
H3 0.67343 0.23092 -1.36450
H4 -1.64141 -0.02170 -0.74804
H5 -1.55310 -1.66571 -1.35937
H6 -0.56146 -0.98797 1.00719
H7 0.52283 -2.05274 0.11617
H8 -0.34351 1.22667 1.09219
H9 1.12250 0.81413 2.01254
H10 1.14951 2.01196 0.66378
H11 2.51160 -1.14212 1.05141
H12 2.70344 -1.12231 -0.65682
H13 3.12210 0.33076 0.26945
H14 -2.88708 1.98884 1.91737
H15 -4.32629 1.59128 1.75204
O1 -3.43893 1.23522 1.67347

Force components x, y, z for each atom (eV/Å):
0.7 1.6 1.9
0.0 -0.8 -0.1
-0.5 0.8 0.1
-1.1 -0.9 -0.5
-0.2 0.8 -0.4
0.4 -0.9 0.3
0.0 -0.4 -0.6
0.0 -0.2 -0.3
-0.1 -0.5 0.0
0.2 0.1 -0.3
0.0 -0.1 0.3
0.3 -0.2 0.1
0.0 -0.1 -0.4
0.1 -0.2 -0.1
0.0 0.0 -0.1
0.2 -0.1 0.3
-0.2 0.5 0.0
-0.2 0.3 -0.2
0.1 0.3 -0.1
0.0 -0.1 0.0
-0.3 -0.1 0.0
0.4 0.2 -0.1

Results
energy relative to the best compared isomer or geometry (same formula, charge and spin)	34.59	kcal per mole
net charge	+1
HOMO-LUMO gap	11.561	eV
E_LUMO	-2.830	eV
calculated total energy	-9412.162	eV
highest occupied orbital energy	-14.4	eV

Results of the natural (NBO) charge analysis, in e, for atoms 1 through 8: atom 1 (N): -0.7664, atom 2 (C): -0.2506, atom 3 (C): -0.2480, atom 4 (N): -0.4498, atom 5 (C): -0.4182, atom 6 (C): -0.4202, atom 7 (H): 0.4177, atom 8 (H): 0.4309

***

The following is a quantum chemistry calculation of 2 unconnected molecules or ions with the total composition C4H15N2O at a distorted geometry, from the Open Molecules 2025 dataset.

CARTESIAN COORDINATES (ANGSTROEM)
C1 -0.02796 -1.96229 -2.19878
C2 0.15661 -0.68168 -1.38522
C3 0.60105 -1.02318 0.09798
C4 0.61993 0.10512 1.12549
N1 -0.73336 0.69633 1.25726
N2 -1.18758 -0.00501 -1.27217
H1 0.91664 -2.28341 -2.58667
H2 -0.68810 -1.78523 -3.08639
H3 -0.38756 -2.79452 -1.58479
H4 0.76047 0.04760 -1.92949
H5 1.61781 -1.40705 -0.03382
H6 -0.05624 -1.82346 0.42814
H7 0.98013 -0.38107 2.02581
H8 1.31311 0.88694 0.77087
H9 -1.35538 0.22437 1.87977
H10 -1.17599 0.51285 -0.17439
H11 -0.68769 1.61600 1.62095
H12 -1.89716 -0.68483 -1.24338
H13 -1.43917 0.65603 -1.99441
H14 0.73924 3.42247 3.49885
H15 1.14788 3.67626 2.12249
O1 0.78331 2.98775 2.66191

Force components x, y, z for each atom (eV/Å):
-0.3 0.4 -0.5
-0.8 -0.3 0.7
0.3 0.5 -1.9
0.0 -0.3 -0.8
0.2 -0.4 -1.3
0.7 1.5 1.8
0.6 -0.2 -0.3
0.4 -0.2 0.8
-0.3 0.3 -0.1
0.4 -0.2 0.4
-0.2 -0.2 0.4
0.0 -0.2 0.1
0.1 0.5 0.4
-0.3 -0.2 0.5
-0.2 -0.8 0.4
0.0 -0.4 -0.7
0.4 1.3 0.4
-1.2 -1.2 0.0
0.3 0.1 -0.3
-0.2 0.2 1.2
0.4 0.5 -0.8
-0.2 -0.7 -0.5

Results
energy relative to the best compared isomer or geometry (same formula, charge and spin)	11.80	kcal per mole
net charge	+1
HOMO-LUMO gap	11.546	eV
E_LUMO	-2.639	eV
calculated total energy	-9413.150	eV
highest occupied orbital energy	-14.2	eV

Results of the natural (NBO) charge analysis, in e, for atoms 1 through 8: atom 1 (C): -0.6394, atom 2 (C): -0.0383, atom 3 (C): -0.4255, atom 4 (C): -0.2258, atom 5 (N): -0.8232, atom 6 (N): -0.7538, atom 7 (H): 0.2455, atom 8 (H): 0.2276

***

The following is a quantum chemistry calculation of 3 unconnected molecules or ions with the total composition C4H15N2O2 at a distorted geometry, from the Open Molecules 2025 dataset.

CARTESIAN COORDINATES (ANGSTROEM)
C1 1.21910 -0.49417 1.00616
C2 1.26420 1.03497 0.63159
C3 0.01482 1.64163 0.01005
C4 -1.09403 1.61943 0.79257
N1 -2.31398 1.92089 0.33336
N2 0.56991 -1.25196 -0.16214
H1 0.67000 -0.75217 1.90947
H2 2.29295 -0.83179 1.36263
H3 1.38350 1.53143 1.61519
H4 2.16664 1.39582 0.04173
H5 0.18859 2.01936 -0.97781
H6 -1.10583 1.14909 1.79177
H7 -2.39276 2.27642 -0.62801
H8 -3.12548 2.21014 0.83361
H9 0.54036 -2.27790 -0.10693
H10 -0.40902 -0.89104 -0.02988
H11 1.00223 -1.02906 -1.07137
H12 -2.14073 -1.75139 0.60323
H13 -2.91364 -2.69981 -0.48446
O1 -2.93601 -1.98214 0.14445
H14 2.26120 -1.64298 -2.09751
H15 2.75173 -0.24298 -2.77311
O2 2.10623 -0.95178 -2.74460

Force components x, y, z for each atom (eV/Å):
2.9 0.3 0.2
0.6 0.7 0.9
0.7 -1.5 1.8
0.3 -0.5 -0.8
-1.4 1.0 -2.1
-0.4 -0.1 1.4
-0.7 0.4 -0.3
-1.9 0.2 -1.6
0.3 -0.3 -0.3
-0.9 -1.2 0.6
-0.8 0.3 -0.3
0.4 0.6 -0.3
0.3 -0.4 0.7
0.0 -0.2 1.0
0.1 0.3 0.4
0.8 -0.2 -1.3
-0.6 0.7 -0.1
0.5 -0.7 0.0
0.7 -0.3 0.1
-1.4 0.9 0.0
1.3 0.1 -0.4
0.5 -0.3 0.4
-1.5 -0.1 0.0

Results
energy relative to the best compared isomer or geometry (same formula, charge and spin)	66.01	kcal per mole
net charge	+1
HOMO-LUMO gap	8.117	eV
E_LUMO	-3.553	eV
calculated total energy	-11458.395	eV
highest occupied orbital energy	-11.7	eV

Results of the natural (NBO) charge analysis, in e, for atoms 1 through 8: atom 1 (C): -0.2450, atom 2 (C): -0.4625, atom 3 (C): -0.3996, atom 4 (C): 0.0428, atom 5 (N): -0.7810, atom 6 (N): -0.7221, atom 7 (H): 0.2249, atom 8 (H): 0.2514

***

The following is a quantum chemistry calculation of 3 unconnected molecules or ions with the total composition C4H15N2O2 at a distorted geometry, from the Open Molecules 2025 dataset.

CARTESIAN COORDINATES (ANGSTROEM)
N1 -2.96907 1.24808 -1.65610
C1 0.89581 -1.31688 0.21986
C2 1.90614 -0.67982 -0.72270
C3 2.95996 -0.03098 0.18187
O1 3.91330 0.79792 -0.44552
C4 -0.47313 -0.74961 0.02296
N2 -1.54064 -0.89461 1.15746
H1 -2.41320 2.08814 -1.88501
H2 -3.84315 1.30451 -2.14630
H3 -3.29696 1.44812 -0.74885
H4 0.86614 -2.43131 0.33209
H5 1.40018 0.05947 -1.31913
H6 2.51074 -1.46304 -1.32056
H7 3.40846 -0.81412 0.80014
H8 2.38634 0.67453 0.97910
H9 4.78196 0.37322 -0.62695
H10 -0.45665 0.28162 -0.05356
H11 -1.07881 -1.10053 -0.82231
H12 -1.03588 -0.98639 2.10940
H13 -2.00443 -1.75321 1.18559
H14 -2.45363 0.50014 1.18930
H15 -4.10750 0.74655 1.46614
O2 -3.26684 1.10980 1.21296

Force components x, y, z for each atom (eV/Å):
1.0 0.4 -0.8
-2.3 -1.2 -6.3
0.5 -2.0 1.3
0.4 2.6 3.0
-0.2 -0.7 -0.3
-1.2 -1.2 4.1
4.3 0.4 1.9
-0.5 -0.6 -0.3
-0.1 0.0 -1.0
-0.1 0.0 1.9
0.9 1.0 1.5
-0.1 0.3 -0.3
-1.3 0.9 0.9
0.2 0.1 -0.2
1.3 -1.4 -1.9
-1.0 0.1 0.3
0.4 2.3 -0.8
0.8 -0.4 -0.7
-0.8 0.8 -1.8
-1.3 -1.8 -0.8
-2.6 0.3 0.4
0.0 -0.8 0.3
1.7 0.9 -0.3

Results
energy relative to the best compared isomer or geometry (same formula, charge and spin)	147.81	kcal per mole
net charge	+1
HOMO-LUMO gap	4.763	eV
E_LUMO	-8.153	eV
calculated total energy	-11454.848	eV
highest occupied orbital energy	-12.9	eV

Results of the natural (NBO) charge analysis, in e, for atoms 1 through 8: atom 1 (N): -1.1050, atom 2 (C): 0.4041, atom 3 (C): -0.5362, atom 4 (C): -0.0439, atom 5 (O): -0.6876, atom 6 (C): -0.4113, atom 7 (N): -0.7770, atom 8 (H): 0.3559

***

The following is a quantum chemistry calculation of 3 unconnected molecules or ions with the total composition C4H15N2OS at a distorted geometry, from the Open Molecules 2025 dataset.

CARTESIAN COORDINATES (ANGSTROEM)
N1 -0.11442 -2.18657 -0.03328
C1 0.12734 -1.15377 0.99496
C2 -0.82788 0.13184 0.96498
S1 -2.32273 -0.27406 -0.00978
C3 1.54859 -0.60567 1.01384
N2 1.93850 -0.10358 -0.30252
C4 2.51940 1.34309 -0.32622
H1 -5.48571 1.07463 -0.56948
H2 -0.82663 -1.72094 -0.70893
H3 -0.77134 -2.89845 0.34729
H4 -0.02143 -1.74636 2.01738
H5 -0.17601 0.98710 0.57519
H6 -1.11665 0.33920 2.05668
H7 -5.43161 1.62656 -0.06695
H8 2.24393 -1.42278 1.32774
H9 1.48028 0.28080 1.69286
H10 2.07907 -0.72558 -1.03823
H11 2.76149 1.51457 -1.44835
H12 1.73130 2.06341 -0.04898
H13 3.49533 1.36068 0.17940
H14 -1.11082 0.45549 -1.35193
H15 -1.10266 0.87614 -3.11510
O1 -0.61735 0.78423 -2.15058

Force components x, y, z for each atom (eV/Å):
-2.8 0.8 -1.3
-1.5 -2.3 2.9
-0.2 0.8 0.7
1.5 0.2 1.8
0.2 1.5 -1.8
0.2 3.3 3.8
-0.3 -2.2 -3.4
0.0 0.1 0.1
2.0 -1.1 0.4
1.0 0.4 0.0
0.4 1.5 -1.9
-1.5 -1.0 0.1
0.2 -0.3 -1.5
0.0 -0.2 -0.1
-0.5 0.3 0.0
0.9 -1.0 -0.2
0.3 -1.1 -1.4
-0.5 -0.1 1.9
0.7 -0.4 0.3
-0.6 0.2 0.4
-0.3 0.7 -2.3
1.2 -0.6 4.3
-0.5 0.3 -2.8

Results
energy relative to the best compared isomer or geometry (same formula, charge and spin)	191.17	kcal per mole
net charge	+1
HOMO-LUMO gap	3.944	eV
E_LUMO	-9.140	eV
calculated total energy	-20240.066	eV
highest occupied orbital energy	-13.1	eV

Results of the natural (NBO) charge analysis, in e, for atoms 1 through 8: atom 1 (N): -0.7892, atom 2 (C): -0.0222, atom 3 (C): -0.6490, atom 4 (S): 0.4499, atom 5 (C): -0.2653, atom 6 (N): -0.4096, atom 7 (C): -0.4367, atom 8 (H): -0.0056

***

The following is a quantum chemistry calculation of 2 unconnected molecules or ions with the total composition C4H15N2S at a distorted geometry, from the Open Molecules 2025 dataset.

CARTESIAN COORDINATES (ANGSTROEM)
C1 -2.09907 0.82350 2.12323
C2 -2.39747 -0.60340 1.73749
N1 -2.46365 -0.65068 0.26489
H1 -2.80469 1.62146 1.81128
H2 -1.97113 0.80642 3.20507
H3 -1.06882 1.05315 1.77609
H4 -1.54586 -1.25740 2.06835
H5 -3.28147 -0.98414 2.23584
H6 -3.23321 -1.22719 -0.03986
H7 -2.66312 0.29454 -0.02782
C3 1.05406 -0.93473 -0.63254
C4 1.08466 0.58340 -1.08342
S1 2.75086 1.26779 -0.70990
N2 -0.19077 -1.65430 -0.96905
H8 1.19654 -1.03661 0.46493
H9 1.87174 -1.49334 -1.13809
H10 0.42353 1.11726 -0.40963
H11 0.81347 0.68422 -2.15837
H12 2.54262 2.50155 -1.25212
H13 -0.20734 -2.64368 -0.72309
H14 -0.34211 -1.58546 -1.95874
H15 -1.01598 -1.21326 -0.43495

Force components x, y, z for each atom (eV/Å):
1.3 0.1 0.8
0.9 -0.2 0.0
0.1 -0.3 0.0
0.3 -0.8 0.1
-0.3 0.5 0.1
-0.6 0.2 -0.1
-0.7 0.5 -0.1
-0.3 0.0 -0.2
-0.2 -0.1 -0.2
-0.2 0.1 -0.4
2.0 0.3 0.1
-0.2 -1.1 0.4
-0.2 0.0 -0.5
-0.4 0.5 0.5
0.0 0.2 -0.7
-0.3 0.5 0.4
-0.5 0.2 -0.4
0.2 0.0 0.8
-0.1 -0.6 0.2
0.5 0.0 0.0
-0.4 0.0 -0.7
-0.6 0.1 -0.3

Results
energy relative to the best compared isomer or geometry (same formula, charge and spin)	17.79	kcal per mole
net charge	+1
HOMO-LUMO gap	9.453	eV
E_LUMO	-3.172	eV
calculated total energy	-18200.265	eV
highest occupied orbital energy	-12.6	eV

Results of the natural (NBO) charge analysis, in e, for atoms 1 through 8: atom 1 (C): -0.6358, atom 2 (C): -0.2194, atom 3 (N): -0.8609, atom 4 (H): 0.2277, atom 5 (H): 0.2413, atom 6 (H): 0.1993, atom 7 (H): 0.1772, atom 8 (H): 0.2085

***

The following is a quantum chemistry calculation of 2 unconnected molecules or ions with the total composition C4H15N3O at a distorted geometry, from the Open Molecules 2025 dataset.

CARTESIAN COORDINATES (ANGSTROEM)
C1 0.61853 0.18220 -2.56306
N1 0.35839 0.24230 -1.10365
C2 -0.87662 0.95698 -0.68509
C3 -0.83875 1.20149 0.85265
N2 -1.40821 0.04972 1.53208
C4 -0.38695 -0.89306 1.98657
N3 -0.19501 -1.84407 0.78125
H1 0.19660 -0.81071 -2.92946
H2 0.17411 1.13185 -3.12268
H3 1.60911 0.33554 -2.76982
H4 0.45953 -0.67916 -0.65174
H5 -1.83801 0.49855 -0.89395
H6 -0.94381 1.89255 -1.09401
H7 0.06261 1.71135 1.30077
H8 -1.67876 2.01339 0.93613
H9 -2.12319 -0.47965 0.96166
H10 0.48075 -0.36957 2.36867
H11 -0.88270 -1.50210 2.69316
H12 0.55756 -2.48328 1.19658
H13 -1.06797 -2.27615 0.55204
O1 2.90660 0.22621 0.13149
H14 2.23851 0.44223 -0.42106
H15 2.57768 0.45338 0.94148

Force components x, y, z for each atom (eV/Å):
-4.1 0.5 0.2
-0.4 1.1 -0.8
2.5 -1.9 2.1
-3.6 1.8 -1.4
0.7 -0.3 1.3
-2.9 -0.7 -3.0
4.0 0.5 2.6
0.7 1.4 -0.4
0.2 -2.2 1.2
2.8 -0.4 -0.4
-0.5 0.6 -0.3
-0.2 -0.6 -0.2
0.4 2.4 -1.6
-0.7 -1.3 -0.5
1.5 -0.9 0.2
1.2 1.3 0.8
0.3 -0.3 -0.3
0.0 -0.5 1.6
-1.8 0.2 -1.5
-0.2 -0.7 0.4
4.9 -1.9 -0.1
-3.7 1.1 -3.2
-1.1 0.9 3.4

Results
energy relative to the best compared isomer or geometry (same formula, charge and spin)	67.21	kcal per mole
HOMO-LUMO gap	9.292	eV
structure (SMILES)	CNCCNCN.O
E_LUMO	0.922	eV
calculated total energy	-10906.625	eV
highest occupied orbital energy	-8.4	eV

Results of the natural (NBO) charge analysis, in e, for atoms 1 through 8: atom 1 (C): -0.4072, atom 2 (N): -0.7215, atom 3 (C): -0.2197, atom 4 (C): -0.2237, atom 5 (N): -0.6396, atom 6 (C): -0.0498, atom 7 (N): -0.8868, atom 8 (H): 0.1796

***

The following is a quantum chemistry calculation of 2 unconnected molecules or ions with the total composition C4H15N3O at a distorted geometry, from the Open Molecules 2025 dataset.

CARTESIAN COORDINATES (ANGSTROEM)
N1 1.60338 1.15041 -1.42933
C1 2.46025 0.39798 -0.52309
C2 1.79648 -0.89738 -0.06335
N2 0.76381 -0.70329 1.00445
H1 0.78215 1.49497 -0.95213
H2 2.10307 1.90554 -1.86713
H3 2.73295 0.95691 0.38502
H4 3.37481 0.11296 -1.04676
H5 2.55830 -1.60347 0.27578
H6 1.28814 -1.35088 -0.91509
H7 -0.05528 -1.27295 0.76543
H8 1.12264 -1.02726 1.88656
N3 -1.71082 -1.22952 -0.40123
C3 -2.37317 -0.37480 0.61605
C4 -2.01800 1.08554 0.41053
O1 -0.63424 1.31280 0.47190
H9 -2.38045 -1.58045 -1.06778
H10 -1.04875 -0.65568 -0.91800
H11 -2.01198 -0.70053 1.59624
H12 -3.44816 -0.53795 0.56832
H13 -2.51017 1.69863 1.17095
H14 -2.41405 1.37937 -0.57218
H15 0.01908 0.43906 0.60484

Force components x, y, z for each atom (eV/Å):
0.2 -0.6 -0.2
-0.2 -0.1 0.3
-0.3 -0.2 0.1
0.6 -1.0 -1.1
-0.1 0.3 0.1
0.0 0.2 0.0
0.2 0.0 -0.1
0.0 0.1 0.0
0.0 0.0 0.0
0.1 0.0 -0.1
0.4 -0.4 0.2
-0.1 0.3 0.4
0.0 0.2 0.1
0.4 -0.3 -0.2
0.1 -0.2 0.0
0.8 -0.5 -0.3
0.0 -0.1 -0.1
-0.2 0.0 -0.2
-0.2 0.1 0.1
-0.1 0.1 0.1
-0.1 0.0 0.0
0.0 0.1 0.0
-1.6 1.8 0.8

Results
energy relative to the best compared isomer or geometry (same formula, charge and spin)	28.27	kcal per mole
HOMO-LUMO gap	9.908	eV
structure (SMILES)	NCCN.NCCO
E_LUMO	1.045	eV
calculated total energy	-10908.314	eV
highest occupied orbital energy	-8.9	eV

Results of the natural (NBO) charge analysis, in e, for atoms 1 through 8: atom 1 (N): -0.8690, atom 2 (C): -0.2298, atom 3 (C): -0.2299, atom 4 (N): -0.8516, atom 5 (H): 0.3947, atom 6 (H): 0.3591, atom 7 (H): 0.1662, atom 8 (H): 0.1926